Entry 1:
64
Properties=species:S:1:pos:R:3:lowdin_charge:R:1 method="wB97M-V/def2-TZVPD" orbital_gap_ev=5.57 relative_energy_kcal_mol=0.0 mol_weight_g_mol=899.2 charge=+2 homo_energy_ev=-13.94 energy_ha=-8841.87243
Re -0.025 0.363 0.655 1.601
Br 0.270 1.413 5.332 0.948
Br 5.734 0.890 4.161 0.923
Ge -2.434 -2.166 -0.735 0.992
F -0.899 5.830 -1.710 0.154
O -0.053 0.164 2.529 -0.213
N 1.910 -0.328 0.705 -0.056
C -1.499 2.369 -1.103 -0.063
C -6.777 -0.459 -0.144 -0.055
C -1.918 -1.296 -3.438 -0.114
C -2.715 -3.866 1.579 -0.090
C -1.312 -3.584 -3.008 -0.103
C -6.577 -1.788 -0.489 -0.056
C 4.585 -0.230 1.372 0.046
C 2.287 0.121 1.966 -0.161
C 2.828 -0.765 -0.157 -0.040
C 4.178 -0.750 0.160 0.010
C -1.515 -1.432 -4.756 -0.068
C -0.772 4.627 -1.195 -0.229
C -4.191 -1.436 -0.465 -0.301
C 1.256 0.451 2.880 -0.355
C -0.499 2.107 -0.136 -0.326
C 0.214 4.426 -0.231 0.033
C -1.890 -3.539 0.503 -0.304
C 1.599 0.958 4.118 -0.595
C 0.340 3.166 0.301 -0.082
C -4.403 -0.103 -0.115 -0.117
C -5.692 0.384 0.043 -0.067
C 3.647 0.230 2.313 -0.164
C -1.009 -2.647 -5.201 -0.058
C -1.096 -5.471 2.341 -0.058
C -2.318 -4.833 2.493 -0.058
C 3.956 0.735 3.608 -0.594
C -0.661 -4.186 0.359 -0.124
C -0.265 -5.149 1.274 -0.070
C -0.913 -3.723 -4.331 -0.060
C -1.813 -2.367 -2.549 -0.300
C -1.634 3.626 -1.639 0.043
C 2.953 1.098 4.472 -0.119
C -5.289 -2.277 -0.651 -0.098
C -1.192 -0.671 -0.019 -0.217
H 5.640 -0.181 1.613 0.107
H 4.895 -1.119 -0.558 0.133
H -1.242 -4.436 -2.341 0.096
H -3.563 0.568 0.043 0.066
H -2.383 3.863 -2.381 0.142
H -2.966 -5.092 3.319 0.115
H -0.534 -4.673 -4.683 0.115
H 2.465 -1.106 -1.119 0.141
H -7.783 -0.080 -0.020 0.116
H 3.196 1.476 5.455 0.117
H 1.096 2.998 1.066 0.109
H -3.674 -3.375 1.701 0.104
H 0.837 5.254 0.075 0.140
H -2.164 1.575 -1.415 0.085
H -0.016 -3.956 -0.484 0.092
H -1.610 -0.601 -5.442 0.112
H -5.851 1.419 0.317 0.111
H -2.352 -0.356 -3.111 0.092
H -0.701 -2.758 -6.232 0.116
H -5.151 -3.318 -0.923 0.113
H 0.679 -5.663 1.149 0.111
H -7.424 -2.445 -0.633 0.117
H -0.794 -6.231 3.049 0.115

Entry 2:
75
Properties=species:S:1:pos:R:3:lowdin_spin:R:1 method="wB97M-V/def2-TZVPD" orbital_gap_ev="6.58 / 5.75" relative_energy_kcal_mol=295.5 mol_weight_g_mol=924.1 charge=+1 homo_energy_ev="-9.75 / -9.68" multiplicity=2 energy_ha=-5138.80676 s2=0.78
Ru 1.023 -1.589 -0.019 0.592
Cl -2.135 -0.074 1.643 0.031
Cl -5.710 -1.559 -1.955 -0.001
Cl -4.646 0.903 -3.851 -0.001
Cl -0.841 -1.439 -2.558 0.016
Cl -4.400 -1.873 0.694 0.008
S -1.083 -3.392 1.913 0.000
S 0.388 2.534 0.711 0.008
F 1.040 -3.613 -2.288 -0.012
F -0.590 -3.812 -0.979 -0.013
N 0.537 -2.393 4.108 0.005
N 5.002 -2.139 -5.155 0.000
N 2.128 -0.686 -1.638 0.008
N 0.255 -2.322 1.787 0.000
N -1.531 4.401 0.455 0.002
N -0.837 1.203 -2.131 0.000
N 2.449 -0.916 1.398 0.024
N -1.108 3.423 -1.428 0.001
C -1.724 -2.924 3.480 0.000
C -0.108 0.641 -4.341 0.001
C -3.493 -1.019 -0.531 0.009
C -1.284 -2.155 5.715 0.001
C 2.929 1.362 -2.577 0.001
C -2.059 4.415 -1.677 0.001
C -0.836 -2.498 4.452 0.000
C -1.473 4.754 1.861 0.000
C 2.163 0.656 -1.666 0.010
C -3.077 -3.009 3.766 0.000
C -4.109 -0.902 -1.722 -0.003
C 4.515 0.036 2.126 -0.003
C 4.234 -0.309 3.436 0.022
C -2.860 -0.544 -3.994 -0.001
C -0.946 -0.916 -0.549 0.158
C -2.145 -0.670 -0.043 0.055
C 0.917 -2.018 2.851 0.007
C 3.599 -0.282 1.144 0.024
C 3.676 0.670 -3.512 0.002
C 2.865 -1.363 -2.520 0.004
C -2.315 5.014 -0.506 0.000
C -3.689 -0.332 -3.003 -0.001
C -0.242 2.935 -3.642 0.001
C 4.399 -1.508 -4.410 0.000
C 3.640 -0.720 -3.479 0.000
C 0.374 -2.983 -1.345 -0.043
C -0.765 3.427 -0.094 0.002
C -0.696 2.500 -2.411 0.000
C -0.547 0.372 -3.063 -0.014
C -3.528 -2.707 5.043 0.001
C 2.176 -1.260 2.673 0.023
C 3.048 -0.966 3.709 -0.002
C 0.045 1.987 -4.620 0.000
C -2.634 -2.280 6.013 0.000
H 4.283 1.181 -4.247 0.000
H -2.172 5.566 2.042 0.000
H -1.740 3.891 2.469 0.000
H 2.926 2.443 -2.538 0.000
H 1.995 -2.876 0.012 0.050
H 5.428 0.548 1.858 -0.001
H 3.793 -0.028 0.113 0.000
H 0.374 2.312 -5.599 0.000
H 4.926 -0.075 4.233 0.001
H -3.769 -3.330 2.999 0.000
H -4.580 -2.801 5.276 0.000
H 1.131 -2.096 4.863 0.000
H -0.121 3.993 -3.835 0.000
H 0.063 -0.136 -5.074 0.002
H -0.256 -1.730 -3.864 0.024
H -0.584 -1.806 6.465 0.000
H 1.562 1.173 -0.925 0.004
H -2.486 4.557 -2.653 0.000
H 2.824 -1.246 4.727 0.000
H -0.463 5.064 2.124 0.000
H -2.995 5.811 -0.265 0.000
H -2.986 -2.035 7.006 0.000
H 2.857 -2.439 -2.460 0.001

Entry 3:
65
Properties=species:S:1:pos:R:3:lowdin_charge:R:1 method="wB97M-V/def2-TZVPD" orbital_gap_ev=3.38 mol_weight_g_mol=573.5 charge=-1 homo_energy_ev=-3.11 energy_ha=-2161.15655
P 6.625 -3.834 5.115 0.632
F 6.008 -3.311 2.648 -0.205
O -0.712 6.108 -4.139 0.102
O -3.955 4.769 -0.081 0.105
O -2.026 -5.098 -0.845 0.096
O 0.657 -0.504 -1.531 0.086
N 6.114 -3.090 6.419 -0.351
N 3.563 -2.801 3.573 0.093
C 3.445 -4.897 4.741 -0.077
C -3.274 -3.071 -2.302 -0.008
C 2.593 -3.659 0.445 -0.038
C -3.548 6.203 -1.907 -0.082
C -4.735 6.898 -1.710 -0.005
C 0.485 3.022 -1.574 -0.048
C -0.337 2.701 -0.500 -0.048
C 0.697 -2.715 -0.692 -0.088
C 0.120 4.029 -2.452 0.000
C 4.169 -3.923 4.010 -0.380
C 1.509 -3.522 4.592 -0.121
C 0.077 -1.562 -1.391 -0.275
C 2.274 -2.643 3.851 -0.201
C -3.855 -2.020 -2.990 -0.066
C -5.065 7.952 -2.544 -0.063
C -4.211 8.317 -3.580 -0.063
C 2.131 -4.689 5.047 -0.115
C -1.396 -4.074 -1.014 -0.280
C -3.169 -0.819 -3.141 -0.065
C -1.531 3.376 -0.311 0.003
C -1.071 4.720 -2.262 -0.088
C -2.698 6.561 -2.953 -0.082
C 0.582 -4.957 0.190 0.000
C -1.906 4.385 -1.192 -0.087
C -1.426 5.817 -3.202 -0.279
C -1.306 -1.733 -1.931 -0.079
C 1.999 -2.600 -0.222 0.009
C -0.014 -3.906 -0.495 -0.090
C -1.897 -0.676 -2.613 -0.006
C 1.879 -4.833 0.659 -0.037
C 5.573 -4.174 3.720 -0.450
C -3.032 7.621 -3.786 -0.006
C -3.202 5.085 -0.977 -0.279
C -1.999 -2.931 -1.767 -0.081
H -0.044 1.916 0.184 0.112
H 7.737 -3.214 4.506 -0.018
H 7.111 -5.107 5.483 -0.046
H -2.359 7.890 -4.588 0.119
H 0.751 4.290 -3.290 0.119
H -1.349 0.250 -2.722 0.113
H 0.018 -5.866 0.350 0.118
H -3.796 -4.009 -2.171 0.117
H -2.183 3.131 0.516 0.121
H 0.464 -3.314 4.793 0.079
H 1.803 -1.738 3.461 0.092
H -4.468 9.145 -4.227 0.104
H 2.539 -1.677 -0.379 0.122
H 3.603 -3.567 0.823 0.108
H -3.627 0.005 -3.672 0.104
H 1.569 -5.428 5.611 0.093
H -5.989 8.494 -2.388 0.105
H -4.847 -2.132 -3.408 0.103
H 3.959 -5.804 5.045 0.100
H 2.343 -5.648 1.199 0.115
H 1.409 2.480 -1.723 0.112
H -5.386 6.604 -0.898 0.119
H 6.604 -2.221 6.590 -0.089

Entry 4:
65
Properties=species:S:1:pos:R:3:lowdin_spin:R:1 method="wB97M-V/def2-TZVPD" orbital_gap_ev="5.19 / 5.99" relative_energy_kcal_mol=36.0 mol_weight_g_mol=836.3 charge=-2 homo_energy_ev="-0.87 / -1.67" multiplicity=6 energy_ha=-4177.48355 s2=8.83
I 3.304 -0.450 -1.526 0.085
Sb 0.622 1.445 -1.910 0.004
Co 1.562 -2.138 -0.254 2.796
S 0.357 -2.780 -1.921 0.484
S 0.711 -0.598 1.239 0.165
O 2.166 -3.432 3.315 0.016
O 2.568 -2.918 1.101 0.109
C 0.687 5.793 -0.873 0.000
C -1.845 0.399 -0.399 0.001
C -2.010 -5.044 3.474 0.067
C -1.462 1.543 -1.148 0.001
C 3.670 1.519 2.908 -0.001
C 4.430 0.519 3.556 0.010
C -3.243 2.779 -0.168 0.000
C -3.916 -6.905 2.799 -0.001
C 2.482 -2.659 2.419 0.015
C 0.505 4.660 -1.736 0.000
C -0.714 0.766 -5.967 0.000
C 2.112 -0.184 2.156 0.020
C -1.340 -4.882 1.125 0.303
C -3.007 -6.435 1.847 0.076
C 1.210 3.498 -1.458 0.000
C 1.484 5.756 0.253 0.000
C 2.110 3.517 -0.373 0.001
C -2.240 2.700 -1.065 0.000
C -0.797 -4.248 0.211 0.084
C -2.820 -5.586 4.475 -0.007
C 2.576 1.145 2.170 0.012
C 2.237 4.609 0.501 0.000
C 0.030 1.616 -6.723 0.000
C 2.863 -1.190 2.797 0.013
C -0.026 -3.349 -0.422 0.589
C 1.137 2.434 -4.741 0.000
C 0.334 1.609 -3.995 0.000
C -3.801 1.672 0.424 0.000
C 4.084 -0.859 3.488 -0.002
C -0.541 0.705 -4.570 0.001
C -3.074 0.458 0.285 0.000
C -2.054 -5.442 2.170 0.061
C -3.881 -6.423 4.101 0.081
C 1.075 2.349 -6.180 0.000
H -1.427 0.105 -6.475 0.000
H -4.693 -7.661 2.421 -0.001
H -2.623 -5.447 5.557 -0.002
H 1.722 2.993 -6.813 0.000
H 2.736 2.650 -0.134 0.001
H 5.299 0.834 4.121 0.001
H 4.121 2.560 2.909 0.000
H -0.224 1.705 -7.776 0.000
H 1.956 1.819 1.652 0.002
H -0.250 4.722 -2.557 0.000
H -4.693 -6.557 4.790 0.006
H 1.833 3.082 -4.261 0.000
H 4.745 -1.593 3.935 0.000
H 1.509 6.618 0.907 0.000
H -1.135 -0.029 -3.979 0.002
H -3.881 3.699 -0.135 0.000
H -2.921 -6.786 0.805 0.005
H -4.827 1.724 0.854 0.000
H -3.317 -0.410 0.918 0.000
H -1.927 3.618 -1.594 0.000
H -1.236 -0.515 -0.497 0.000
H -1.291 -4.268 3.780 0.003
H 0.016 6.597 -1.128 0.000
H 2.962 4.569 1.315 0.000

Entry 5:
67
Properties=species:S:1:pos:R:3:lowdin_spin:R:1 method="wB97M-V/def2-TZVPD" orbital_gap_ev="4.18 / 4.63" relative_energy_kcal_mol=33.8 mol_weight_g_mol=716.6 charge=-1 homo_energy_ev="-2.50 / -4.26" multiplicity=6 energy_ha=-4251.08930 s2=8.81
Ru -0.219 0.419 -0.740 2.510
Se 1.279 2.778 0.354 0.206
O -2.029 1.249 -0.930 0.252
O 4.122 -1.041 -0.050 0.019
O 1.593 -0.499 -0.124 0.160
N -0.784 -1.616 -1.945 0.086
N 1.728 6.043 3.708 0.015
N -0.526 0.046 1.201 0.394
N 0.449 -0.573 1.863 0.070
C -4.979 1.915 1.854 0.022
C -1.487 -2.683 -1.518 0.008
C 3.870 -1.635 1.128 0.024
C 0.593 0.656 -2.603 -0.001
C -2.968 -4.881 -0.578 0.002
C -2.745 1.063 1.368 0.082
C 0.565 5.193 1.799 0.015
C 0.823 -0.088 -4.893 -0.004
C 2.441 -2.165 3.008 0.026
C -1.586 0.442 1.885 0.362
C 4.893 -2.354 1.739 -0.004
C -5.166 2.237 0.511 0.156
C -2.673 -3.813 0.266 0.000
C -2.931 1.416 -0.019 0.131
C 1.509 -0.846 1.131 0.134
C 1.388 4.067 1.759 0.035
C 0.783 6.136 2.785 -0.001
C 3.469 -2.861 3.604 -0.003
C 0.354 -0.324 -3.593 0.023
C -2.529 -4.862 -1.887 0.000
C 1.822 1.980 -4.218 -0.005
C 2.496 4.962 3.677 0.000
C 1.351 1.767 -2.931 0.027
C -0.659 -2.567 -4.126 0.004
C -1.348 -3.684 -3.721 -0.001
C -3.798 1.344 2.263 0.117
C -1.940 -2.741 -0.190 0.002
C 2.614 -1.547 1.766 0.004
C 2.374 3.955 2.740 0.017
C -4.161 1.989 -0.400 0.013
C 1.544 1.047 -5.202 0.026
C 4.697 -2.964 2.962 0.031
C -0.378 -1.529 -3.226 0.006
C -1.798 -3.774 -2.383 0.005
H 2.402 2.863 -4.440 -0.001
H 5.839 -2.422 1.223 -0.001
H -1.546 -4.491 -4.411 0.000
H -1.560 0.234 2.954 0.019
H 3.036 3.102 2.752 0.001
H 3.318 -3.333 4.564 -0.001
H -5.764 2.112 2.570 -0.003
H 3.262 4.917 4.443 0.000
H 1.905 1.203 -6.213 0.002
H -2.755 -5.689 -2.547 0.000
H -3.650 1.092 3.303 0.003
H -6.093 2.686 0.181 0.011
H -0.212 5.330 1.063 0.001
H 5.501 -3.525 3.417 0.002
H 0.173 7.032 2.838 0.000
H -3.542 -5.719 -0.208 0.000
H -4.290 2.225 -1.447 -0.003
H 1.590 2.503 -2.170 0.003
H -1.702 -1.915 0.468 0.001
H 0.633 -0.802 -5.683 -0.001
H -0.325 -2.491 -5.148 0.000
H 3.274 -0.650 -0.370 0.000
H 1.474 -2.090 3.481 0.001
H -3.024 -3.825 1.288 0.000

Entry 6:
75
Properties=species:S:1:pos:R:3:lowdin_charge:R:1 method="wB97M-V/def2-TZVPD" orbital_gap_ev=5.09 relative_energy_kcal_mol=53.3 mol_weight_g_mol=1031.8 charge=-2 homo_energy_ev=-1.41 energy_ha=-14698.78539
Br 7.222 8.554 13.350 0.698
Br 10.830 11.489 16.570 0.633
Se 15.410 10.014 12.102 0.257
Se 16.935 6.353 15.363 -0.007
Zn 14.314 8.721 13.777 0.262
S 13.610 5.259 14.558 0.166
S 15.319 6.421 13.894 0.061
P 17.560 9.324 12.263 0.672
O 12.527 6.215 14.638 -0.416
O 13.436 4.323 13.450 -0.425
O 12.850 10.282 14.414 -0.123
O 14.049 4.672 15.833 -0.430
N 14.391 8.690 16.047 0.019
N 13.282 8.666 21.004 0.186
N 12.504 8.301 12.691 0.088
N 14.563 10.462 20.753 0.156
C 13.546 6.732 11.090 -0.066
C 9.958 7.369 12.004 -0.023
C 13.472 8.065 16.756 -0.101
C 15.299 9.434 16.677 -0.111
C 18.377 9.605 14.889 -0.176
C 11.703 9.793 14.361 -0.478
C 13.371 8.180 18.133 0.044
C 13.252 9.878 24.489 -0.135
C 12.947 9.005 23.506 -0.025
C 20.490 11.597 9.467 -0.115
C 14.227 10.498 22.059 -0.218
C 18.881 10.210 16.040 -0.105
C 10.111 8.392 13.021 -0.177
C 11.407 8.713 13.391 -0.138
C 14.246 9.105 18.750 -0.119
C 14.006 9.347 20.193 -0.287
C 11.044 6.899 11.375 -0.018
C 18.900 12.318 14.917 -0.100
C 14.569 11.359 23.079 -0.050
C 19.954 10.057 11.264 -0.141
C 20.882 10.616 10.393 -0.100
C 14.048 11.037 24.292 -0.125
C 12.343 7.403 11.721 -0.278
C 9.288 9.775 14.785 -0.195
C 13.397 9.354 22.202 -0.197
C 9.031 8.987 13.724 -0.661
C 10.623 10.212 15.106 -0.552
C 18.253 11.365 10.194 -0.117
C 19.144 11.932 9.294 -0.107
C 15.300 9.694 18.049 0.008
C 18.209 10.306 13.732 -0.443
C 18.466 11.677 13.771 -0.097
C 19.035 11.575 16.077 -0.124
C 18.601 10.356 11.128 -0.463
H 18.550 12.262 12.865 0.098
H 13.742 5.761 11.639 0.070
H 12.421 8.070 23.703 0.111
H 21.892 10.327 10.503 0.077
H 16.081 10.281 18.539 0.109
H 20.335 9.278 11.960 0.117
H 15.006 11.170 20.180 0.157
H 12.686 7.599 18.664 0.098
H 10.998 6.224 10.466 0.131
H 15.174 12.305 22.874 0.132
H 21.278 12.030 8.898 0.073
H 14.179 11.607 25.235 0.101
H 12.745 7.427 16.242 0.099
H 19.157 9.543 16.850 0.104
H 14.398 7.394 11.004 0.021
H 18.046 8.553 14.849 -0.039
H 9.004 7.082 11.680 0.060
H 17.172 11.499 9.966 0.085
H 13.290 6.417 10.068 0.071
H 8.474 10.060 15.408 0.071
H 13.010 9.672 25.511 0.084
H 18.998 13.388 14.952 0.089
H 19.426 11.952 17.021 0.091
H 18.796 12.752 8.664 0.095
H 16.100 9.856 16.109 0.088

Entry 7:
69
Properties=species:S:1:pos:R:3:lowdin_spin:R:1 method="wB97M-V/def2-TZVPD" orbital_gap_ev="8.09 / 8.19" mol_weight_g_mol=697.6 homo_energy_ev="-8.57 / -8.69" multiplicity=5 energy_ha=-5663.54233 s2=6.01
Br 2.691 1.373 -4.545 0.009
Cr 2.503 -0.149 -1.060 3.761
Si 0.764 -1.646 1.200 0.012
O 4.540 2.141 1.422 0.008
O 1.696 -1.578 -0.096 0.059
O 3.885 0.279 0.323 0.031
N -7.398 3.513 -2.100 0.000
N 0.705 -0.069 -2.259 0.016
N 3.328 1.690 -1.864 0.014
N -1.393 0.442 -2.683 0.002
C 3.813 2.357 -0.799 0.015
C -2.717 2.384 -2.081 0.000
C -1.038 -0.556 -3.566 0.001
C 3.203 2.349 -3.010 0.010
C 3.926 4.386 -2.037 0.008
C -0.099 -3.735 2.959 0.000
C 4.110 1.530 0.461 0.010
C 2.207 1.664 4.213 0.000
C 1.272 1.014 2.105 0.006
C 1.850 -4.237 1.660 0.000
C -5.032 1.050 -2.841 0.000
C -3.753 -1.004 0.066 0.000
C 0.836 -3.341 1.998 -0.001
C 4.114 3.706 -0.847 -0.001
C -1.856 -0.407 1.420 0.000
C 0.255 -0.858 -3.293 0.008
C -1.038 -1.305 0.731 0.001
C -3.199 -0.250 1.090 0.000
C 1.002 -5.855 3.223 0.000
C -2.952 -1.895 -0.644 0.000
C -3.943 3.009 -1.945 0.000
C -2.653 1.086 -2.576 0.000
C -0.019 -4.978 3.571 0.000
C -6.376 2.992 -2.202 0.000
C 1.745 -0.651 3.741 0.000
C -0.305 0.695 -1.916 0.012
C -1.611 -2.035 -0.315 0.000
C -3.808 0.419 -2.959 0.000
C 1.936 -5.483 2.265 0.000
C 2.208 0.335 4.605 0.001
C 3.481 3.695 -3.151 -0.001
C 1.733 2.007 2.954 0.001
C -5.104 2.345 -2.328 0.000
C 1.270 -0.335 2.469 0.002
H 2.583 0.061 5.585 0.000
H -3.816 0.449 1.647 0.000
H -0.997 -2.739 -0.873 0.000
H 1.771 -1.689 4.060 0.000
H 3.363 4.174 -4.111 0.000
H 2.731 -6.168 1.989 0.000
H -1.720 -0.931 -4.315 0.000
H 2.581 -3.946 0.910 0.000
H 2.583 2.431 4.880 0.000
H -3.380 -2.492 -1.445 0.000
H -5.939 0.537 -3.131 0.000
H -4.806 -0.903 -0.177 0.000
H 0.905 1.301 1.122 0.005
H 4.498 4.172 0.051 0.000
H -0.908 -3.061 3.232 0.000
H 1.066 -6.829 3.697 0.000
H 4.155 5.443 -2.111 0.001
H -0.754 -5.267 4.314 0.000
H 1.742 3.043 2.633 0.000
H 0.894 -1.585 -3.771 0.002
H -1.441 0.177 2.238 0.000
H -0.317 1.402 -1.106 0.003
H -1.812 2.913 -1.812 0.000
H -3.756 -0.605 -3.309 0.000
H -4.003 4.016 -1.552 0.000